Density functional theory data (ωB97M-V with the def2-TZVPD basis set) for a cluster of 14 separate species, C38H84O14S4 in total.

## Properties
- E: -4144.168194 Ha
- Max |F|: 3.55 eV/A
- Orbital gap: 8.048 eV
- Multiplicity: 1
- LUMO energy: -0.1 eV

Each line ends with the Löwdin charge.
Element x y z (Å)
C1 10.2787 12.2997 11.5863  -0.25
S1 9.5934 10.5708 11.3863  0.83
O1 8.4854 10.5655 10.3126  -0.57
C2 11.2086 9.8081 10.7466  -0.24
H1 9.3987 12.9160 11.7705  0.04
H2 10.7535 12.6298 10.6624  0.04
H3 10.9662 12.4244 12.4229  0.03
H4 11.0163 8.7578 10.5278  0.04
H5 12.0515 9.9597 11.4210  0.03
H6 11.4495 10.2502 9.7799  0.02
C3 16.5117 8.7918 9.2049  -0.25
S2 16.3718 7.8229 10.7083  0.85
O2 16.3875 8.7445 11.9270  -0.58
C4 14.7376 7.0626 10.5683  -0.25
H7 16.4321 8.2076 8.2881  0.06
H8 17.5579 9.0886 9.1306  0.04
H9 15.8235 9.6239 9.3533  0.05
H10 13.9582 7.7916 10.7899  0.05
H11 14.6387 6.1764 11.1953  0.05
H12 14.6005 6.8272 9.5129  0.05
C5 14.7745 13.4989 7.9001  -0.29
S3 13.1715 13.0499 8.6100  0.88
O3 13.2217 11.5132 8.7242  -0.58
C6 13.7152 13.7348 10.2819  -0.26
H13 15.5512 12.8638 8.3261  0.05
H14 15.0598 14.5487 7.9679  0.05
H15 14.8777 13.3645 6.8234  0.05
H16 13.9006 14.8064 10.2094  0.04
H17 14.5316 13.1564 10.7143  0.04
H18 12.8748 13.5639 10.9548  -0.01
C7 11.4805 15.4330 13.7908  -0.26
S4 11.3702 15.7667 12.0029  0.83
O4 9.9844 15.4171 11.4695  -0.55
C8 11.2638 17.5950 11.9908  -0.25
H19 11.3801 14.3486 13.8361  0.02
H20 10.6931 15.8957 14.3857  0.06
H21 12.3257 16.0080 14.1693  0.03
H22 10.3970 17.9200 12.5662  0.06
H23 11.1786 17.9157 10.9525  0.05
H24 12.1285 18.1228 12.3933  0.04
C9 17.8487 9.7138 17.0000  -0.01
C10 16.9034 8.8573 16.2158  -0.48
O5 15.7316 8.6504 16.5993  0.03
C11 17.3905 8.3710 14.9192  -0.01
H25 18.1678 10.5671 16.4015  0.06
H26 18.6411 9.0458 17.3375  0.10
H27 17.2933 10.0427 17.8783  0.06
H28 16.4802 7.8765 14.5803  0.07
H29 18.2520 7.7147 15.0428  0.10
H30 17.5926 9.2131 14.2573  0.08
C12 17.4998 11.5037 11.4904  -0.04
C13 18.6554 11.9476 10.6395  -0.47
O6 18.9971 11.3540 9.6532  0.07
C14 19.5436 13.0585 11.2422  -0.01
H31 16.7028 10.9913 10.9516  0.06
H32 17.0405 12.3914 11.9252  0.06
H33 17.9561 10.8709 12.2516  0.09
H34 20.2340 13.4949 10.5203  0.08
H35 20.2310 12.6118 11.9606  0.08
H36 18.9443 13.8073 11.7602  0.05
C15 11.3612 7.9113 19.5249  -0.01
C16 12.0524 9.0236 18.6981  -0.46
O7 11.3468 9.8136 18.0795  0.03
C17 13.5069 9.1819 18.7779  -0.03
H37 11.8800 7.7510 20.4701  0.08
H38 11.4945 7.0228 18.9077  0.08
H39 10.3188 8.1817 19.6930  0.08
H40 13.8532 9.4126 19.7854  0.10
H41 13.8450 10.0381 18.1942  0.06
H42 14.0007 8.3174 18.3343  0.08
C18 13.5557 7.5156 13.8097  -0.03
C19 12.1722 7.0783 13.3102  -0.43
O8 12.0227 6.0409 12.6120  0.03
C20 11.0399 7.9534 13.7293  -0.04
H43 13.5155 7.6843 14.8858  0.08
H44 13.9643 8.4077 13.3350  0.04
H45 14.3440 6.7730 13.6856  0.08
H46 11.2077 8.9814 13.4082  0.06
H47 10.9559 7.9809 14.8157  0.08
H48 10.0563 7.5990 13.4210  0.09
C21 12.0482 15.1209 17.0752  -0.03
C22 11.2042 14.3945 18.0696  -0.46
O9 10.0772 14.7933 18.3317  0.06
C23 11.7566 13.1439 18.7547  -0.02
H49 12.8612 15.5550 17.6572  0.08
H50 11.5126 15.9414 16.5975  0.08
H51 12.4227 14.5082 16.2553  0.05
H52 10.8946 12.6291 19.1790  0.08
H53 12.3866 13.3851 19.6108  0.07
H54 12.3494 12.5758 18.0378  0.06
C24 16.7005 14.9092 18.5251  -0.01
C25 15.7478 13.7804 18.8656  -0.44
O10 14.5992 14.0147 19.2017  0.05
C26 16.2628 12.3243 18.7517  -0.02
H55 17.2195 15.1509 19.4526  0.09
H56 16.1549 15.8153 18.2616  0.08
H57 17.3409 14.5595 17.7153  0.07
H58 16.5551 12.0208 17.7464  0.05
H59 15.5306 11.5748 19.0518  0.07
H60 17.0669 12.1579 19.4686  0.09
C27 9.9673 11.1396 15.8624  -0.01
C28 8.9891 12.0511 15.1456  -0.48
O11 9.3532 13.1290 14.7410  0.06
C29 7.5906 11.6196 14.8563  -0.02
H61 11.0051 11.3982 15.6522  0.07
H62 9.8308 10.1251 15.4878  0.07
H63 9.7767 11.1702 16.9351  0.08
H64 7.0439 12.2972 14.2005  0.09
H65 7.0179 11.4588 15.7696  0.09
H66 7.5025 10.6532 14.3600  0.08
C30 14.0404 11.9674 15.6641  -0.01
C31 14.0690 11.9380 14.1979  -0.49
O12 13.5338 12.7594 13.5032  0.07
C32 14.7308 10.6922 13.6077  0.00
H67 13.2372 11.3137 16.0042  0.09
H68 13.7540 12.9629 16.0033  0.07
H69 14.9464 11.5355 16.0891  0.08
H70 14.8545 9.9611 14.4067  0.06
H71 15.7607 10.9683 13.3816  0.06
H72 14.2016 10.4233 12.6935  0.08
C33 20.0956 12.1719 15.2219  -0.01
C34 19.0331 13.1588 14.7536  -0.51
O13 17.9811 12.7077 14.3916  0.05
C35 19.1857 14.6119 14.9803  -0.01
H73 20.2627 11.3013 14.5878  0.09
H74 19.7867 11.8951 16.2299  0.08
H75 21.0536 12.6886 15.2801  0.08
H76 18.2202 15.0733 15.1877  0.05
H77 19.7110 15.1157 14.1689  0.10
H78 19.9175 14.8970 15.7361  0.09
C36 15.5658 15.3272 14.9202  -0.01
C37 15.3148 15.9952 13.5445  -0.39
O14 14.4680 16.8834 13.3849  0.03
C38 16.2086 15.5799 12.3275  0.01
H79 15.7056 14.2495 14.8351  0.06
H80 14.7202 15.4791 15.5910  0.07
H81 16.3906 15.7906 15.4616  0.06
H82 15.5319 15.2014 11.5614  0.05
H83 16.8772 14.7790 12.6431  0.04
H84 16.7068 16.5042 12.0351  0.09

Atoms 1-3, force components in eV/Å:
-0.84 -0.48 -0.63
0.03 0.26 -0.75
2.38 0.16 1.46